Entry 1:
The following is a quantum chemistry calculation of the ion C4H7N2S with charge +1 in a non-equilibrium geometry, from OMol25.

ORCA input file:
```
! wB97M-V def2-TZVPD RIJCOSX def2/J DEFGRID3
* xyz 1 1
H 1.131 -1.947 1.411
N 0.004 -0.789 -1.572
S 0.313 1.651 2.382
C -0.605 0.367 -1.243
H 1.574 1.191 0.665
H -1.508 0.577 -1.810
H -1.051 1.720 2.426
N 0.787 -1.254 0.609
H -1.199 1.917 0.100
H 0.507 -2.705 -0.811
C -0.478 1.156 -0.130
C 0.415 -1.712 -0.539
C 0.502 1.142 0.841
H -0.392 -1.314 -2.330
*
```

Computed properties:
* gap between HOMO and LUMO: 0.3128 Ha
* E_LUMO: -5.147 eV
* E_HOMO: -13.658 eV
* energy above the lowest of the compared OMol25 structures with the same formula, charge and spin: 52.3 kcal/mol

Atom charges from the natural (NBO) analysis, given in e for atoms 1 to 5: atom 1 (H): 0.4201, atom 2 (N): -0.5569, atom 3 (S): 0.3549, atom 4 (C): 0.1629, atom 5 (H): 0.2607

=====

Entry 2:
The following is a quantum chemistry calculation of a structure of composition C4H5N3 in a non-equilibrium geometry, from OMol25.

ORCA input file:
```
! wB97M-V def2-TZVPD RIJCOSX def2/J DEFGRID3
* xyz 0 1
H 1.976 -1.068 1.069
N 0.465 -1.301 -1.935
H 2.017 0.569 0.426
N 0.023 -0.190 0.609
C -0.744 0.556 -0.622
C -2.235 0.555 -0.746
H 1.435 0.286 2.083
H -0.404 1.585 -0.842
C 1.429 -0.100 1.058
N -3.389 0.536 -0.863
C -0.071 -0.500 -1.293
H -0.501 -0.928 1.057
*
```

Computed properties:
* gap between HOMO and LUMO: 0.3502 Ha
* E_LUMO: 0.472 eV
* E_HOMO: -9.057 eV
* energy above the lowest of the compared OMol25 structures with the same formula, charge and spin: 94.5 kcal/mol

Atom charges from the natural (NBO) analysis, given in e for atoms 1 to 5: atom 1 (H): 0.2141, atom 2 (N): -0.3480, atom 3 (H): 0.2133, atom 4 (N): -0.6058, atom 5 (C): -0.2053